Record 1
Density functional theory data (ωB97M-V with the def2-TZVPD basis set) for C3H2N2O3 in the gas phase in a non-equilibrium geometry.

The geometry in ORCA input format:
```
! RIJCOSX wB97M-V def2-TZVPD def2/J DEFGRID3
* xyz 0 1
O -1.653 1.673 -0.163
C -1.366 0.517 0.029
O -2.341 -0.409 0.000
N -1.676 -1.716 -0.048
N -0.442 -1.554 -0.082
C -0.093 -0.247 -0.090
C 1.089 0.402 0.049
O 2.218 -0.384 -0.146
H 1.275 1.526 0.276
H 2.988 0.191 0.175
*
```

Energy relative to the best compared isomer or geometry (same formula, charge and spin) ... 4.044 eV
HOMO energy ... -10.098 eV
SMILES ... O=C1ON=N/C1=C\O
LUMO level ... -1.1 eV
HOMO-LUMO gap ... 9.03 eV
Energy ... -450.65465 a.u.

***

Record 2
Density functional theory data (ωB97M-V with the def2-TZVPD basis set) for 6 unconnected molecules or ions with the total composition H12O6 in a non-equilibrium geometry.

The geometry in ORCA input format:
```
! RIJCOSX wB97M-V def2-TZVPD def2/J DEFGRID3
* xyz 0 1
O 14.395 -6.800 -13.319
H 14.296 -7.734 -13.121
H 14.667 -6.482 -12.417
O 11.488 -10.142 -13.697
H 12.278 -9.754 -13.315
H 11.006 -9.359 -13.895
O 10.326 -7.616 -14.544
H 10.026 -7.385 -13.681
H 9.735 -8.275 -14.823
O 9.710 -7.164 -11.994
H 10.312 -6.480 -12.021
H 10.190 -7.888 -11.575
O 10.012 -12.252 -12.552
H 10.472 -11.939 -11.808
H 10.578 -11.795 -13.145
O 13.389 -8.882 -11.906
H 12.861 -8.436 -11.237
H 13.993 -9.452 -11.331
*
```

Energy relative to the best compared isomer or geometry (same formula, charge and spin) ... 1.812 eV
HOMO energy ... -10.866 eV
SMILES ... O.O.O.O.O.O
LUMO level ... -0.5 eV
HOMO-LUMO gap ... 10.34 eV
Energy ... -458.60588 a.u.

***

Record 3
Density functional theory data (ωB97M-V with the def2-TZVPD basis set) for 2 unconnected molecules or ions with the total composition C4H11N2 in a non-equilibrium geometry.

The geometry in ORCA input format:
```
! RIJCOSX wB97M-V def2-TZVPD def2/J DEFGRID3
* xyz 1 1
C 0.045 -1.436 1.305
C -0.792 -1.269 0.089
C -1.708 -2.081 -0.425
N -0.574 0.022 -0.632
H -0.169 -2.393 1.771
H 1.109 -1.367 1.082
H -0.203 -0.646 2.019
H -2.362 -1.740 -1.217
H -1.813 -3.069 -0.010
H 0.238 0.581 -0.234
H -1.400 0.617 -0.527
H -0.464 -0.046 -1.643
C 1.735 2.601 -0.701
N 1.319 1.905 0.278
H 1.857 2.179 -1.694
H 2.012 3.642 -0.547
H 1.171 2.498 1.089
*
```

Energy relative to the best compared isomer or geometry (same formula, charge and spin) ... 1.927 eV
HOMO energy ... -14.393 eV
LUMO level ... -3.2 eV
HOMO-LUMO gap ... 11.22 eV
Energy ... -268.23409 a.u.

***

Record 4
Density functional theory data (ωB97M-V with the def2-TZVPD basis set) for C4H5N3O in the gas phase in a non-equilibrium geometry.

The geometry in ORCA input format:
```
! RIJCOSX wB97M-V def2-TZVPD def2/J DEFGRID3
* xyz 0 1
C 1.403 -0.617 0.798
N 0.554 -0.796 1.746
N -0.727 -0.562 1.248
C -0.570 -0.212 -0.117
C -1.211 0.708 -1.092
N -0.401 0.979 -1.999
O 0.902 0.401 -1.606
C 0.829 0.298 -0.188
H 2.437 -0.831 0.943
H -1.547 -0.521 1.925
H -0.474 -1.256 -0.556
H -2.223 1.017 -1.211
H 1.028 1.393 0.108
*
```

Energy relative to the best compared isomer or geometry (same formula, charge and spin) ... 5.903 eV
HOMO energy ... -8.825 eV
SMILES ... C1=NN[C@H]2C=NO[C@H]12
LUMO level ... 0.9 eV
HOMO-LUMO gap ... 9.71 eV
Energy ... -394.75061 a.u.

***

Record 5
Density functional theory data (ωB97M-V with the def2-TZVPD basis set) for a molecular structure, C12H28InN5O7 in a non-equilibrium geometry.

The geometry in ORCA input format:
```
! RIJCOSX wB97M-V def2-TZVPD def2/J DEFGRID3
* xyz 2 1
In -1.238 -0.520 1.985
N 1.729 1.515 -0.015
O 2.537 2.140 0.656
O 0.965 0.706 0.509
O 1.679 1.684 -1.230
C -3.054 0.790 -2.435
C -1.668 0.775 -1.871
O -1.468 0.717 -0.652
N -0.601 0.833 -2.707
C -0.575 0.277 -4.027
H -3.279 1.739 -2.921
H -3.751 0.655 -1.610
H -3.191 -0.042 -3.129
H 0.287 0.924 -2.215
H -1.225 0.760 -4.766
H -0.972 -0.750 -3.965
H 0.420 0.319 -4.458
C 1.117 -3.095 -1.414
C -0.368 -2.871 -1.225
O -0.779 -2.310 -0.193
N -1.205 -3.320 -2.159
C -2.644 -3.173 -2.096
H 1.387 -3.500 -0.435
H 1.757 -2.225 -1.534
H 1.310 -3.822 -2.201
H -0.781 -3.901 -2.866
H -2.949 -3.040 -3.140
H -3.014 -2.264 -1.625
H -3.215 -3.996 -1.676
C -1.811 4.181 3.362
C -1.283 3.580 2.061
O -1.242 2.372 1.865
N -0.897 4.506 1.155
C -0.451 4.159 -0.176
H -2.902 4.205 3.373
H -1.564 5.237 3.470
H -1.382 3.576 4.156
H -1.027 5.484 1.349
H -0.577 3.098 -0.377
H 0.630 4.314 -0.287
H -0.983 4.783 -0.892
C 2.508 -3.847 2.627
C 2.380 -2.331 2.707
O 1.351 -1.773 2.310
N 3.418 -1.679 3.261
C 3.649 -0.271 3.051
H 3.359 -4.251 3.172
H 2.598 -4.065 1.562
H 1.610 -4.344 2.987
H 4.124 -2.287 3.646
H 2.881 0.212 2.464
H 4.636 -0.161 2.590
H 3.759 0.298 3.980
*
```

Energy relative to the best compared isomer or geometry (same formula, charge and spin) ... 0.000 eV
HOMO energy ... -15.086 eV
LUMO level ... -12.1 eV
HOMO-LUMO gap ... 2.95 eV
Energy ... -1463.82176 a.u.

***

Record 6
Density functional theory data (ωB97M-V with the def2-TZVPD basis set) for a molecular structure, C11H30IIrO2P2Si in a non-equilibrium geometry.

The geometry in ORCA input format:
```
! RIJCOSX wB97M-V def2-TZVPD def2/J DEFGRID3
* xyz 2 5
C 0.210 -0.059 -5.032
I -1.067 -0.096 -3.234
H 1.255 0.046 -4.750
H -0.140 0.796 -5.613
H 0.031 -0.983 -5.584
Ir -0.557 -0.017 -0.294
P 0.286 2.108 -0.759
C -1.080 3.222 -1.229
C 1.000 2.966 0.681
H 1.278 3.978 0.362
H 1.844 3.312 -2.102
H 1.882 2.412 1.023
H 2.503 1.718 -1.621
H -1.884 3.166 -0.480
H 0.274 3.024 1.498
C 1.610 2.242 -1.990
H -0.680 4.246 -1.258
H 1.303 1.826 -2.957
H -1.472 2.942 -2.214
P 0.388 -2.142 -0.499
C -0.948 -3.347 -0.753
C 1.658 -2.405 -1.764
H 1.942 -2.054 1.354
H 1.683 -3.725 0.735
H 0.468 -2.965 1.809
C 1.196 -2.779 1.009
H 2.545 -1.797 -1.533
H 1.941 -3.468 -1.731
H -0.507 -4.352 -0.707
H -1.409 -3.189 -1.733
H 1.285 -2.151 -2.764
H -1.708 -3.251 0.035
C -2.364 -0.027 -0.637
O -3.518 -0.021 -0.835
C 0.600 -0.507 4.118
Si -0.356 0.078 2.604
C -1.794 -1.130 2.374
C -1.021 1.786 3.077
O 0.702 0.142 1.342
H -0.025 -0.563 5.021
H 1.410 0.205 4.318
H 1.063 -1.487 3.963
H -2.503 -0.851 3.165
H -2.358 -1.092 1.430
H -1.497 -2.175 2.540
H -0.190 2.440 3.379
H -1.590 2.295 2.286
H -1.687 1.688 3.948
*
```

HOMO energy (alpha / beta) ... -14.037 / -16.091 eV
Expectation value of S² ... 6.020
LUMO level (alpha / beta) ... -6.2 / -10.6 eV
HOMO-LUMO gap (alpha / beta) ... 7.81 / 5.45 eV
Energy ... -1961.21557 a.u.

***

Record 7
Density functional theory data (ωB97M-V with the def2-TZVPD basis set) for a molecular structure, C21H57F3O11Y in a non-equilibrium geometry.

The geometry in ORCA input format:
```
! RIJCOSX wB97M-V def2-TZVPD def2/J DEFGRID3
* xyz 0 2
Y 5.096 10.312 -10.263
C 7.226 13.116 -11.470
O 8.054 12.423 -12.364
O 6.180 12.201 -11.180
C 8.060 13.718 -10.353
F 8.858 14.648 -10.805
F 7.304 14.253 -9.448
F 8.819 12.854 -9.691
C 8.882 13.153 -13.327
C 9.650 12.128 -14.131
H 10.355 11.553 -13.530
H 9.014 11.436 -14.683
H 10.191 12.658 -14.915
H 9.614 13.815 -12.864
H 8.245 13.792 -13.939
H 6.731 13.937 -11.989
C 8.407 9.291 -9.269
O 7.012 9.245 -9.408
H 8.823 8.310 -9.499
H 8.946 10.000 -9.898
H 8.704 9.518 -8.245
C 11.559 8.894 -6.869
C 11.293 7.390 -7.120
O 11.646 6.751 -5.932
H 12.487 9.169 -6.368
H 10.861 9.424 -6.222
H 11.621 9.476 -7.789
H 11.964 6.999 -7.885
H 10.289 7.148 -7.470
H 10.866 6.302 -5.598
C 12.017 12.978 -10.228
C 11.641 11.469 -10.418
O 12.878 10.840 -10.758
H 12.411 13.425 -11.141
H 12.695 13.030 -9.376
H 11.156 13.583 -9.941
H 10.896 11.373 -11.209
H 11.220 11.084 -9.490
H 13.421 11.009 -9.984
C 9.764 5.054 -9.481
C 9.664 4.215 -8.236
O 9.900 2.820 -8.532
H 8.924 4.709 -10.084
H 10.714 5.052 -10.016
H 9.616 6.111 -9.259
H 8.700 4.408 -7.766
H 10.422 4.514 -7.513
H 10.805 2.715 -8.834
C 10.895 7.851 -11.844
C 12.246 7.637 -11.052
O 13.251 8.281 -11.745
H 10.951 7.563 -12.894
H 10.705 8.924 -11.850
H 10.079 7.314 -11.360
H 12.497 6.580 -10.962
H 12.234 8.044 -10.041
H 13.028 9.210 -11.649
C 6.521 5.750 -10.886
C 5.202 5.508 -11.605
O 5.058 6.482 -12.593
H 6.499 6.723 -10.395
H 7.447 5.538 -11.421
H 6.541 4.976 -10.118
H 4.423 5.598 -10.848
H 5.155 4.495 -12.004
H 4.151 6.439 -12.904
C 6.389 11.187 -5.971
C 6.041 11.872 -7.323
O 5.028 11.137 -8.047
H 6.871 10.220 -6.118
H 5.552 10.948 -5.316
H 7.042 11.839 -5.391
H 6.889 11.924 -8.006
H 5.650 12.868 -7.118
H 4.231 11.243 -7.522
C 7.701 8.709 -13.425
C 6.429 9.409 -13.320
O 5.756 8.988 -12.147
H 8.351 9.060 -12.623
H 8.257 8.819 -14.356
H 7.483 7.650 -13.289
H 5.803 9.149 -14.174
H 6.529 10.493 -13.256
H 5.683 8.036 -12.252
C 5.805 5.466 -6.112
C 5.934 6.935 -6.647
O 7.325 7.303 -6.711
H 4.776 5.108 -6.136
H 6.154 5.387 -5.082
H 6.313 4.811 -6.819
H 5.317 7.598 -6.040
H 5.532 6.914 -7.660
H 7.412 8.001 -7.366
*
```

HOMO energy (alpha / beta) ... -5.149 / -8.808 eV
Expectation value of S² ... 0.750
LUMO level (alpha / beta) ... 0.3 / 0.0 eV
HOMO-LUMO gap (alpha / beta) ... 5.40 / 8.79 eV
Energy ... -1999.78839 a.u.

***

Record 8
Density functional theory data (ωB97M-V with the def2-TZVPD basis set) for 2 unconnected molecules or ions with the total composition CF3NO2S in a non-equilibrium geometry.

The geometry in ORCA input format:
```
! RIJCOSX wB97M-V def2-TZVPD def2/J DEFGRID3
* xyz 0 1
C 0.504 0.073 0.982
N -0.603 -0.213 -1.838
O -1.023 -1.207 -1.474
O 0.556 0.500 -0.292
F 1.652 -0.587 1.385
F 0.348 1.024 1.875
F -0.463 -0.886 1.079
S -0.534 0.893 -2.838
*
```

Energy relative to the best compared isomer or geometry (same formula, charge and spin) ... 2.525 eV
HOMO energy (alpha / beta) ... -10.663 / -10.679 eV
LUMO level (alpha / beta) ... -2.5 / -2.5 eV
HOMO-LUMO gap (alpha / beta) ... 8.20 / 8.22 eV
Energy ... -940.98276 a.u.